a:
Molecular formula: C4H10NO
Method: DFT, wB97M-V/def2-TZVPD

Atoms and positions in Å:
O -1.668 1.090 0.717
N 0.281 -0.777 0.760
C 1.816 1.158 0.028
C -2.127 0.037 -0.030
C -0.930 -1.121 -0.044
C 1.265 -0.237 -0.221
H 0.988 1.916 -0.250
H 2.056 1.273 1.113
H 1.022 -0.353 -1.328
H -0.780 -1.333 -1.155
H -1.361 -2.125 0.216
H 2.668 1.345 -0.629
H -0.032 0.048 1.401
H 2.154 -0.912 0.007
H -2.954 -0.475 0.445
H -2.399 0.466 -1.030

Output
SMILES	CCNCC[O-]
LUMO level	4.329	eV
net charge	-1
multiplicity	1
frontier orbital gap	0.24593	Ha

Löwdin population analysis, charges in e, atoms 1 to 4:
1 O -0.414
2 N -0.106
3 C -0.150
4 C -0.461

---

b:
Molecular formula: C4H10NO
Method: DFT, wB97M-V/def2-TZVPD

Atoms and positions in Å:
O 1.308 -1.340 0.061
N -2.543 0.417 -0.593
C 0.210 -0.773 0.611
C 2.909 1.171 -0.371
C -1.883 0.576 0.594
C -1.011 -0.370 -0.425
H -1.623 1.618 0.685
H -2.348 0.192 1.485
H -0.264 -1.369 1.438
H 3.954 0.862 -0.641
H 2.215 0.361 -0.115
H -0.510 0.135 -1.255
H 0.495 0.222 1.102
H 2.934 1.968 0.434
H 2.477 1.596 -1.229
H -1.339 -1.407 -0.691

Output
LUMO level	4.318	eV
net charge	-1
multiplicity	1
frontier orbital gap	0.27341	Ha

Löwdin population analysis, charges in e, atoms 1 to 4:
1 O -0.332
2 N -0.094
3 C -0.493
4 C -0.065

---

c:
Molecular formula: C4H10NO
Method: DFT, wB97M-V/def2-TZVPD

Atoms and positions in Å:
O 0.842 0.933 1.871
N -1.320 -0.409 0.808
C 1.132 -0.102 1.050
C -0.045 -0.472 0.093
C -0.528 -0.277 -2.394
C -0.098 0.466 -1.135
H -1.452 0.557 1.102
H -0.734 1.282 -0.808
H 1.362 -1.053 1.616
H 2.000 0.119 0.367
H -0.592 0.382 -3.273
H -1.482 -0.784 -2.246
H -1.171 -0.904 1.686
H 0.087 -1.519 -0.219
H 0.911 0.861 -1.302
H 0.253 -1.006 -2.595

Output
SMILES	CC[C@H](N)C[O-]
LUMO level	4.176	eV
net charge	-1
multiplicity	1
frontier orbital gap	0.23853	Ha

Löwdin population analysis, charges in e, atoms 1 to 4:
1 O -0.368
2 N -0.001
3 C -0.526
4 C -0.442

---

d:
Molecular formula: C4H10NO
Method: DFT, wB97M-V/def2-TZVPD

Atoms and positions in Å:
O 2.769 0.850 0.254
N -1.734 -0.152 1.116
C -1.083 0.509 -1.111
C 1.986 0.099 -0.419
C 0.624 -0.620 0.592
C -0.524 0.317 0.335
H -1.039 -0.431 -1.673
H 2.406 -0.919 -0.478
H 0.612 -1.732 0.122
H -2.220 -0.875 0.646
H -0.105 1.224 0.857
H -1.661 -0.521 1.983
H -1.971 1.092 -1.077
H -0.370 1.370 -1.439
H 1.032 -0.699 1.508
H 1.278 0.488 -1.217

Output
SMILES	C[C@@H](N)CC[O-]
LUMO level	4.167	eV
net charge	-1
multiplicity	1
frontier orbital gap	0.21800	Ha

Löwdin population analysis, charges in e, atoms 1 to 4:
1 O -0.312
2 N -0.009
3 C -0.092
4 C -0.509

---

Which of them is most stable, and which least? Most stable: c; least stable: b.